No. 1
A cluster of 6 separate species, C23H55NO6Si in total in a non-equilibrium geometry. Source: the OMol25 dataset; level of theory: ωB97M-V with the def2-TZVPD basis set.

Last column: Mulliken charge in e.
Atoms and positions in Å:
1 Si -0.10631 0.24509 -2.61840  0.24
2 O 3.65243 2.18584 -3.17980  -0.48
3 O -3.80795 -2.10501 -0.88288  -0.59
4 O 2.35755 -1.44559 2.79824  -0.51
5 O 1.00909 4.88226 1.94654  -0.46
6 O -4.38993 -5.67486 0.44345  -0.55
7 O 3.02459 1.37467 -0.51793  -0.31
8 N -3.34382 -0.60037 -2.50558  0.45
9 C 2.88195 1.42801 0.90296  0.27
10 C 3.76321 2.51767 1.49433  -1.45
11 C -2.63662 -0.43417 -3.77191  -1.24
12 C 1.38656 -0.72662 -2.20312  -1.02
13 C -3.23375 -3.10688 -2.91263  -1.40
14 C 1.42154 1.63454 1.26149  -0.75
15 C -3.47816 -1.91762 -2.02363  0.51
16 C -4.36034 -5.53355 1.86349  0.34
17 C 5.63481 1.15717 -4.11030  -1.32
18 C 0.87823 4.87145 3.36722  0.74
19 C 0.00598 -1.97675 2.54485  -1.30
20 C 1.77863 5.92290 3.99639  -1.42
21 C 2.33822 -1.39812 -1.89146  0.59
22 C -5.21475 0.39565 -1.11672  -1.12
23 C -3.32628 -4.49371 2.25779  -1.03
24 C -1.17915 -0.87060 -3.67967  -0.56
25 C -0.57605 5.05080 3.77314  -1.42
26 C -5.74099 -5.18504 2.39819  -1.25
27 C 1.80140 -3.50836 1.66206  -1.63
28 C 5.79114 2.84640 -2.25015  -1.11
29 C 5.02496 2.40461 -3.48876  0.43
30 C -4.64425 0.10918 -2.50497  -0.53
31 C 1.39741 -2.06897 1.93896  1.51
32 H 3.68406 2.53746 2.58259  0.42
33 H 3.21461 0.45446 1.26468  0.08
34 H -5.36127 -0.44313 -3.12035  0.39
35 H 3.46261 3.49684 1.11249  0.25
36 H -2.29031 -3.56420 -2.62329  0.30
37 H 1.42318 -1.49902 1.00831  -0.45
38 H 1.10039 -3.99163 0.97996  0.34
39 H -4.52242 0.09075 -0.34364  0.28
40 H -0.74421 -2.41503 1.88489  0.21
41 H -1.07110 -1.88291 -3.29992  0.29
42 H 1.48046 6.92251 3.66791  0.35
43 H -0.69443 4.99626 4.85600  0.38
44 H 0.72326 5.74502 1.62711  0.29
45 H -6.07050 -4.22482 1.99223  0.27
46 H 2.81475 5.76777 3.69542  0.34
47 H -0.76857 0.65933 -1.36780  -0.10
48 H 1.82412 -4.08227 2.59287  0.41
49 H -3.13744 -0.94179 -4.60406  0.35
50 H 1.06216 2.58829 0.87127  0.39
51 H -0.75117 -0.87512 -4.68251  0.51
52 H -4.47771 1.05137 -3.02004  0.40
53 H -0.02733 -2.50668 3.50147  0.41
54 H 4.80763 2.35411 1.22455  0.37
55 H -6.13739 -0.15302 -0.94609  0.29
56 H 0.32972 1.44151 -3.36808  -0.16
57 H 1.72310 5.89146 5.08519  0.38
58 H 5.34249 3.74446 -1.82384  0.29
59 H -5.44169 1.45243 -1.00277  0.36
60 H -0.94549 6.02397 3.43774  0.35
61 H -5.73763 -5.11223 3.48672  0.37
62 H 3.61044 1.47101 -2.53069  0.24
63 H 6.83607 3.05681 -2.48481  0.44
64 H 5.02833 3.21223 -4.22339  0.31
65 H 0.80858 0.84299 0.82518  -0.09
66 H -4.01234 -3.83727 -2.71710  0.40
67 H 5.59833 0.32780 -3.39888  0.29
68 H -4.61765 -4.81343 0.07282  0.32
69 H -4.06419 -6.51330 2.24186  0.33
70 H 5.07520 0.86020 -4.99744  0.32
71 H -2.34641 -4.76088 1.86109  0.27
72 H -1.19791 4.28166 3.31517  0.34
73 H -3.21103 -2.89451 -3.97482  0.34
74 H 2.79879 -3.54707 1.22317  0.39
75 H 6.67596 1.32216 -4.39237  0.42
76 H 5.75567 2.06432 -1.48816  0.17
77 H -2.66313 0.62458 -4.02616  0.57
78 H -3.60123 -3.52524 1.83068  0.19
79 H 2.35672 -1.92599 3.63287  0.33
80 H -0.25978 -0.93575 2.73000  0.33
81 H 1.27619 1.62922 2.34307  0.30
82 H 2.99618 -2.22367 -1.73810  0.43
83 H 1.21725 3.87920 3.66974  0.17
84 H 2.73274 2.22337 -0.87603  0.40
85 H -6.46809 -5.94106 2.10156  0.33
86 H -3.24789 -4.38348 3.34059  0.41

Output
**Total charge**: 0
**Structure (SMILES)**: C#C[SiH2]CCN(CC)C(C)=O.CC(C)O.CC(C)O.CC(C)O.CC(C)O.CC(C)O
**Max |F|**: 1.02 eV/A
**Frontier orbital gap**: 10.01 eV

=====

No. 2
An isolated molecule of C2H2ClNO in a non-equilibrium geometry. Source: the OMol25 dataset; level of theory: ωB97M-V with the def2-TZVPD basis set.

Last column: Mulliken charge in e.
Atoms and positions in Å:
1 Cl 0.26315 0.31348 -2.12401  -0.17
2 O 0.92794 -1.65385 0.92785  -0.46
3 N -0.70792 -0.03332 0.54103  -0.22
4 C 0.24260 0.54396 -0.35294  -0.04
5 C 0.40219 -0.70321 0.50095  0.38
6 H -1.69372 -0.11088 0.51224  0.25
7 H 0.56575 1.64383 -0.00512  0.26

Output
**Total charge**: 0
**Energy above the lowest of the compared OMol25 structures with the same formula, charge and spin**: 96.19 kJ/mol
**Structure (SMILES)**: O=C1N[C@@H]1Cl
**Max |F|**: 3.29 eV/A
**Frontier orbital gap**: 10.77 eV

=====

No. 3
A cluster of 7 separate species, C32H58F6N10O2P in total in a non-equilibrium geometry. Source: the OMol25 dataset; level of theory: ωB97M-V with the def2-TZVPD basis set.

Last column: Mulliken charge in e.
Atoms and positions in Å:
1 P -0.02716 -0.63223 -0.23348  1.61
2 F -0.13671 -0.83339 1.35457  -0.19
3 F -0.81577 0.76139 -0.12674  -0.48
4 F -1.36776 -1.49526 -0.48173  -0.39
5 F 0.83331 -1.99093 -0.35936  -0.44
6 F 1.38489 0.19057 -0.00152  -0.35
7 F 0.12686 -0.36682 -1.85665  -0.26
8 O -3.12118 -4.52559 3.13850  -0.74
9 O -1.34084 -5.72495 3.56519  -0.75
10 N 2.78983 0.23060 3.60953  0.31
11 N -0.46450 3.24413 2.84390  0.32
12 N -2.47188 1.86256 -2.91501  0.64
13 N -2.12484 -5.17605 -0.56593  0.29
14 N -2.11029 0.00639 -3.93923  0.24
15 N -1.87200 1.60507 2.63363  0.28
16 N 3.70744 1.89458 4.61312  0.27
17 N 2.52647 -0.08218 -5.59752  0.13
18 N -0.04961 -5.62435 -0.10638  0.24
19 N 2.26058 1.85641 -4.65894  0.29
20 C 2.20944 0.52735 -4.45488  0.05
21 C -1.87172 -4.62923 3.23909  0.32
22 C -4.54335 3.08599 -2.32044  -1.20
23 C 2.11873 -1.04394 3.37612  -0.84
24 C -2.17794 -1.39679 -4.31168  -1.04
25 C -3.29167 -4.42407 -1.00434  -0.43
26 C 3.76912 2.13395 3.26737  -0.88
27 C 2.75502 0.87208 -6.56981  -0.48
28 C 5.61339 2.70287 5.93222  -1.15
29 C 1.97450 2.90853 -3.70027  -0.61
30 C -0.77111 -6.69380 0.29719  -0.39
31 C 3.22287 1.05274 2.61862  -0.39
32 C 4.12133 2.82363 5.67564  -0.58
33 C 2.63960 -1.52230 -5.78913  -0.94
34 C -0.23942 2.37280 3.85896  -0.60
35 C -2.91603 0.75029 2.06083  -0.72
36 C 1.41749 2.39426 -2.39716  -0.88
37 C -1.73407 1.02269 -4.78964  -0.63
38 C 2.52886 2.07566 -5.97556  -0.46
39 C -0.86794 -4.73048 -0.63835  -0.58
40 C -3.83532 -3.50085 0.08121  -0.68
41 C -1.95453 2.18399 -4.14182  -0.67
42 C 3.18104 0.67899 4.81109  -0.16
43 C -1.15338 1.36503 3.77401  -0.43
44 C -0.23918 5.71101 2.56261  -1.24
45 C -3.07100 2.82891 -1.99162  -0.36
46 C -2.09743 -6.39698 0.10434  -0.39
47 C 0.43954 4.33993 2.52024  -0.05
48 C -0.99399 -3.40900 2.94890  0.21
49 C -2.54375 0.53099 -2.78785  -0.63
50 C 1.39302 -5.51206 0.01341  -0.76
51 C -1.45182 2.74630 2.07913  -0.55
52 H 0.35682 2.13641 -2.48114  -0.05
53 H 4.29161 3.01001 2.91993  0.57
54 H -5.13443 2.18154 -2.18859  0.31
55 H -1.27948 5.76111 2.24512  0.35
56 H 2.88601 3.48008 -3.51283  0.37
57 H 0.29376 6.40858 1.91336  0.39
58 H -1.34790 0.43165 4.27698  0.54
59 H 3.63111 -1.76565 -6.16094  0.36
60 H 0.86769 4.17293 1.53004  0.13
61 H 0.35187 2.56557 4.73979  0.61
62 H -2.79926 2.56048 -0.97283  -0.01
63 H -1.92019 3.19157 -4.52058  0.63
64 H -0.31158 -7.58563 0.68419  0.45
65 H 6.11087 3.41986 5.26473  0.35
66 H 3.09329 0.78020 1.58591  0.68
67 H 1.26990 3.66910 -4.04514  0.42
68 H 3.80663 3.83067 5.41846  0.39
69 H -4.38322 -3.98137 0.89158  0.38
70 H 1.88181 -1.81239 -6.51696  0.37
71 H -4.08140 -5.13176 -1.25332  0.36
72 H 5.89407 3.01076 6.93587  0.36
73 H 2.80582 -1.85861 3.62635  0.49
74 H -4.92849 3.86614 -1.66581  0.43
75 H -3.04997 -0.03736 2.80120  0.35
76 H 2.93080 0.22994 5.75773  0.42
77 H -3.86916 1.27798 2.05937  0.37
78 H 1.70500 0.08195 -3.60943  0.16
79 H -2.60088 3.79663 -2.18642  0.36
80 H -3.05557 -2.86528 0.49728  -0.05
81 H 1.30137 4.29138 3.18082  0.20
82 H -2.63331 -1.97764 -3.51414  0.39
83 H -2.72054 -1.59506 -5.23269  0.40
84 H -1.78930 3.23397 1.18354  0.52
85 H 1.97352 1.53294 -2.03456  0.32
86 H -1.38333 -2.49322 3.41299  0.10
87 H 1.68643 -5.01284 0.93556  0.25
88 H -3.05840 -6.82899 0.32317  0.45
89 H -0.93750 -3.17413 1.88026  -0.35
90 H 2.94615 0.56876 -7.58481  0.49
91 H -3.03348 -3.87365 -1.90725  0.10
92 H 1.28315 -1.21102 4.05143  0.42
93 H -0.16733 6.16903 3.54919  0.34
94 H -2.63730 0.37361 1.08301  0.10
95 H -4.56676 3.47552 -3.33656  0.36
96 H -4.61742 -2.84364 -0.31909  0.41
97 H 1.30437 3.14544 -1.61410  0.50
98 H 2.58734 3.08101 -6.35868  0.49
99 H 2.43842 -2.05499 -4.86438  0.34
100 H 3.59854 2.49315 6.57488  0.37
101 H -1.15062 -1.74539 -4.43346  0.32
102 H -2.86081 0.05182 -1.87669  0.77
103 H 0.02497 -3.48303 3.34158  0.22
104 H -0.64464 -3.82577 -1.17400  0.51
105 H 1.84752 -6.49846 0.04174  0.34
106 H 1.74750 -4.94124 -0.84202  0.34
107 H -1.29238 0.71625 -5.72306  0.60
108 H 6.10402 1.78190 5.62405  0.35
109 H 1.87717 -1.22925 2.33499  -0.09

Output
**Total charge**: +3
**Energy above the lowest of the compared OMol25 structures with the same formula, charge and spin**: 0.00 kJ/mol
**Max |F|**: 2.86 eV/A
**Frontier orbital gap**: 4.83 eV

=====

No. 4
A structure of composition C8H8 in a non-equilibrium geometry. Source: the OMol25 dataset; level of theory: ωB97M-V with the def2-TZVPD basis set.

Last column: Mulliken charge in e.
Atoms and positions in Å:
1 C -0.76720 1.20574 -0.66326  -0.67
2 C 2.91339 0.06776 -0.01338  -0.06
3 C 0.41045 -0.76989 -0.05024  0.04
4 C -0.68110 -0.26144 -1.00990  -0.21
5 C -0.60575 -0.26117 1.00116  -0.34
6 C 1.70994 -0.21368 -0.10376  -0.83
7 C -0.76262 1.19422 0.66547  -0.60
8 C -1.73161 -0.86349 0.05791  -0.62
9 H -0.90159 2.04304 -1.34266  0.41
10 H -0.81520 -0.63598 -2.03221  0.42
11 H -2.69308 -0.33823 0.11664  0.30
12 H -0.46644 -0.47829 2.05405  0.48
13 H -1.74518 -1.89360 0.17244  0.36
14 H -0.69175 1.94762 1.37206  0.50
15 H 0.59614 -1.82414 0.05317  0.43
16 H 3.80415 0.59127 0.30251  0.39

Output
**Total charge**: 0
**Energy above the lowest of the compared OMol25 structures with the same formula, charge and spin**: 378.41 kJ/mol
**Max |F|**: 5.25 eV/A
**Frontier orbital gap**: 10.17 eV

=====

No. 5
A structure of composition C8H19N14O3RuSe2. Source: the OMol25 dataset; level of theory: ωB97M-V with the def2-TZVPD basis set.

Last column: Mulliken charge in e.
Atoms and positions in Å:
1 Ru 0.30235 -0.66595 -0.14514  0.46
2 Se 0.72411 1.81380 -1.13196  0.35
3 Se 2.86168 -0.65965 -0.03829  0.30
4 O 0.57845 -2.50955 0.27362  -0.54
5 O -3.60657 2.36663 1.09707  -0.81
6 O -2.39517 2.08009 -0.65532  -0.56
7 N -2.97769 0.74834 3.04394  -0.46
8 N -0.15772 -1.26037 -4.24351  -0.51
9 N -1.54362 1.41572 1.24491  -0.02
10 N 0.35693 -0.97795 -2.13968  1.00
11 N -2.59071 1.96982 0.53680  0.98
12 N -1.67162 -1.05905 -0.32775  1.22
13 N -0.79731 0.05228 2.90009  -0.40
14 N -3.65747 -1.60451 -1.06216  -0.55
15 N 1.17572 -1.15470 -4.10617  -0.73
16 N 1.49452 -0.98881 -2.87274  -0.56
17 N -2.47911 -1.30642 0.73065  -0.31
18 N -1.96696 -1.18947 -2.69337  -0.04
19 N 0.09116 -0.68447 2.07012  -0.15
20 N -3.64445 -1.60844 0.28314  -0.88
21 C 2.65973 2.06153 -0.94312  -0.82
22 C -2.42589 -1.27148 -1.40501  0.16
23 C 3.31995 0.17991 1.65878  -1.24
24 C -1.83901 0.76057 2.33762  0.15
25 C -0.63053 -1.14330 -3.01700  0.30
26 C 3.44305 0.79594 -1.18461  -0.92
27 C 0.12810 -3.54935 -0.56848  -0.74
28 C 0.35069 3.34812 -0.00210  -1.19
29 H -3.72766 1.31033 2.66495  0.26
30 H 3.29813 0.40522 -2.18888  0.38
31 H 1.00675 -0.61799 2.49745  0.25
32 H -2.62077 -1.36647 -3.43670  0.24
33 H 0.38147 -4.49747 -0.08986  0.31
34 H -0.68298 3.63216 -0.15937  0.32
35 H 4.35182 0.52261 1.62135  0.37
36 H 2.95535 2.83028 -1.65743  0.47
37 H 0.52560 3.10364 1.04106  0.32
38 H -1.06702 -0.46049 3.72684  0.32
39 H 3.24335 -0.58099 2.43401  0.42
40 H 4.50764 0.94520 -1.00229  0.51
41 H 1.00043 4.15727 -0.32955  0.46
42 H 2.65399 1.01211 1.87834  0.32
43 H -3.22742 -0.11447 3.49929  0.22
44 H -0.19046 -1.66737 2.06023  0.43
45 H -0.95602 -3.51144 -0.71438  0.25
46 H 2.83017 2.44949 0.06105  0.42
47 H 0.61504 -3.51090 -1.54643  0.23

Output
**<S²>**: 0.75
**2S+1**: 2
**Total charge**: 0
**Energy above the lowest of the compared OMol25 structures with the same formula, charge and spin**: 5.95 kJ/mol
**Max |F|**: 0.28 eV/A
**Frontier orbital gap (alpha / beta)**: 7.91 / 6.92 eV

=====

> What is the total charge in the fifth record?

0